1.
DFT (ωB97M-V/def2-TZVPD) results for a cluster of 2 separate species, C17H31ClN2O6PS in total at a distorted geometry.

Its charge is +1. The calculation puts the HOMO energy at -11.49 eV. For the frontier orbital gap, the calculation gives 5.774 eV.

Element x y z (Å)
C -1.910 2.707 2.627
C -3.070 3.113 1.542
C -3.390 1.973 0.406
C -2.074 1.188 -0.178
N -2.181 1.171 -1.717
O -1.926 2.408 -2.211
C -0.577 2.258 -2.828
O -0.357 1.054 -3.424
C 0.613 3.385 -2.782
C 1.652 3.582 -4.076
C 1.509 2.694 -5.479
C 2.870 4.704 -3.971
N 3.085 5.566 -2.736
C 2.157 5.471 -1.539
S 2.468 6.561 -0.047
C 0.902 4.406 -1.496
Cl -0.163 4.392 0.022
H -1.563 3.725 3.142
H -0.946 2.225 2.170
H -2.297 2.030 3.519
H -4.078 3.256 2.166
H -2.894 4.170 1.019
H -4.193 1.216 0.799
H -3.900 2.552 -0.506
H -1.046 1.693 0.058
H -2.100 0.086 0.223
H -3.110 0.808 -2.023
H 0.358 2.758 -5.780
H 1.741 1.559 -5.311
H 2.099 3.189 -6.364
H 3.616 4.836 -4.875
H 3.891 6.258 -2.690
H 1.282 6.775 0.701
O -0.644 -4.759 0.369
P 0.715 -4.344 0.982
O 0.040 -3.308 2.100
C -1.106 -3.687 2.850
C -0.717 -4.365 4.148
O 1.073 -3.194 -0.163
C 0.531 -3.283 -1.473
C -0.739 -2.456 -1.580
O 2.235 -3.880 1.667
C 2.579 -4.234 2.990
C 2.716 -5.729 3.165
H -1.784 -4.330 2.282
H -1.660 -2.769 3.076
H -0.143 -5.275 3.956
H -1.606 -4.635 4.728
H -0.098 -3.705 4.762
H 0.363 -4.326 -1.759
H 1.279 -2.884 -2.167
H -1.461 -2.712 -0.803
H -1.210 -2.594 -2.555
H -0.511 -1.393 -1.451
H 1.868 -3.807 3.697
H 3.543 -3.760 3.207
H 1.800 -6.254 2.874
H 2.947 -5.972 4.207
H 3.523 -6.115 2.533



2.
DFT (ωB97M-V/def2-TZVPD) results for a structure of composition C23H42FeN5O at a distorted geometry.

Its charge is +3. The calculation puts the HOMO energy (alpha / beta) at -17.85 / -17.85 eV. Its spin multiplicity is 7. For the frontier orbital gap (alpha / beta), the calculation gives 8.416 / 3.169 eV.

Element x y z (Å)
Fe 2.658 -3.388 -0.640
C 0.660 0.660 -0.884
C 1.645 -0.177 -0.017
C 1.151 0.058 1.454
O 1.875 -1.530 -0.305
H -0.305 0.159 -0.959
H 1.085 0.704 -1.887
H 0.378 1.668 -0.578
H 2.631 0.283 -0.083
H 0.185 -0.447 1.486
H 1.068 1.109 1.729
H 1.885 -0.449 2.080
C 4.770 3.443 1.732
C 4.005 2.118 1.666
C 4.271 1.196 2.941
C 4.401 -0.288 2.760
N 4.489 -1.423 2.617
H 4.180 4.321 1.998
H 5.089 3.880 0.786
H 5.647 3.396 2.378
H 4.371 1.638 0.759
H 2.935 2.292 1.552
H 3.453 1.512 3.588
H 5.231 1.243 3.455
C -2.671 1.987 1.117
C -2.864 3.232 0.156
C -4.391 3.617 -0.121
C -5.160 3.911 1.036
N -5.776 4.172 1.943
H -1.588 1.872 1.155
H -3.072 1.017 0.823
H -3.018 2.315 2.097
H -2.291 3.095 -0.761
H -2.363 4.092 0.600
H -4.871 2.748 -0.571
H -4.649 4.391 -0.843
C -2.027 -4.759 -3.623
C -2.478 -3.692 -2.608
C -1.867 -3.873 -1.245
C -0.428 -3.968 -1.291
N 0.723 -4.061 -1.392
H -1.225 -4.510 -4.317
H -2.910 -4.947 -4.235
H -1.771 -5.655 -3.057
H -3.544 -3.710 -2.382
H -2.300 -2.662 -2.919
H -2.377 -4.568 -0.578
H -1.988 -2.880 -0.813
C -0.355 2.236 -4.746
C -1.622 1.240 -4.551
C -2.978 2.032 -4.835
C -3.106 3.329 -4.173
N -3.158 4.293 -3.594
H -0.353 2.678 -5.742
H 0.620 1.786 -4.557
H -0.412 3.024 -3.995
H -1.596 0.814 -3.548
H -1.469 0.460 -5.298
H -3.873 1.437 -4.653
H -3.003 2.212 -5.909
C 1.738 -1.611 4.978
C 0.835 -2.748 4.494
C 1.518 -3.983 3.808
C 2.095 -3.923 2.515
N 2.483 -3.860 1.420
H 1.493 -1.247 5.975
H 1.629 -0.759 4.306
H 2.811 -1.761 5.092
H 0.130 -2.353 3.763
H 0.281 -3.241 5.293
H 1.019 -4.952 3.803
H 2.424 -4.244 4.356



3.
DFT (ωB97M-V/def2-TZVPD) results for a structure of composition C32H60Br21N2O2S at a distorted geometry.

Its charge is +1. The calculation puts the HOMO energy at -9.39 eV. For the frontier orbital gap, the calculation gives 6.482 eV.

Element x y z (Å)
C -2.032 1.541 -2.873
O -1.455 2.800 -3.440
C -1.555 2.787 -4.912
C -0.302 2.008 -5.658
C 1.192 2.586 -5.180
N 2.121 1.393 -5.213
C 2.288 0.732 -6.570
C 3.303 -0.542 -6.381
N 3.586 -0.425 -4.881
C 4.482 -1.381 -4.066
C 3.429 -2.497 -3.421
O 2.261 -2.674 -4.085
Br 3.739 -3.540 -1.741
C 2.931 0.734 -4.118
C 3.047 1.181 -2.545
C 1.630 1.591 -1.831
C 1.276 0.482 -0.631
S 0.342 -1.014 -1.303
H -1.753 0.590 -3.524
H -1.525 1.402 -1.819
H -3.210 1.604 -2.777
H -1.632 3.850 -5.397
H -2.528 2.168 -5.187
H -0.413 1.973 -6.830
H -0.372 0.872 -5.301
H 1.566 3.322 -6.043
H 1.136 3.146 -4.154
H 1.816 1.036 -7.600
H 3.702 -1.341 -7.139
H 5.182 -2.008 -4.801
H 5.119 -0.823 -3.251
H 3.819 2.066 -2.374
H 3.471 0.250 -1.932
H 0.741 1.659 -2.588
H 1.666 2.644 -1.271
H 0.623 0.961 0.236
H 2.257 0.074 -0.107
H -1.036 -0.764 -1.116
Br 7.542 -1.010 -2.495
C 8.301 -0.244 -0.870
C 7.217 0.165 0.100
Br 6.367 1.831 -0.452
H 8.944 0.585 -1.177
H 8.920 -1.040 -0.443
H 7.643 0.376 1.086
H 6.423 -0.580 0.204
Br -1.898 -3.935 -4.186
C -0.790 -5.537 -4.069
C 0.075 -5.515 -2.830
Br 1.595 -4.313 -3.052
H -0.218 -5.598 -4.998
H -1.499 -6.370 -4.029
H 0.515 -6.500 -2.651
H -0.460 -5.191 -1.933
Br 0.148 -0.678 1.179
C -1.348 -1.360 2.229
C -0.868 -2.252 3.350
Br -0.355 -4.011 2.683
H -2.024 -1.863 1.532
H -1.843 -0.470 2.629
H -1.675 -2.442 4.063
H -0.004 -1.849 3.885
Br -0.577 -2.432 6.879
C 1.170 -2.555 7.738
C 2.267 -2.755 6.718
Br 2.303 -4.594 6.070
H 1.108 -3.361 8.473
H 1.297 -1.602 8.259
H 3.249 -2.594 7.174
H 2.168 -2.109 5.841
Br -1.858 6.986 -4.761
C -3.787 7.151 -4.522
C -4.497 5.875 -4.910
Br -4.614 5.694 -6.848
H -4.107 8.020 -5.101
H -3.924 7.360 -3.456
H -5.535 5.892 -4.562
H -4.007 4.973 -4.533
Br -0.946 -2.214 11.368
C -2.088 -3.253 10.175
C -2.118 -4.709 10.577
Br -0.484 -5.625 10.036
H -1.719 -3.090 9.159
H -3.082 -2.805 10.272
H -2.925 -5.235 10.058
H -2.227 -4.860 11.655
Br -4.297 -1.021 5.420
C -5.438 -2.059 4.227
C -5.468 -3.516 4.630
Br -3.834 -4.432 4.088
H -5.069 -1.897 3.211
H -6.432 -1.612 4.324
H -6.275 -4.041 4.110
H -5.577 -3.666 5.707
Br -7.341 -1.985 7.983
C -7.377 -0.141 7.346
C -8.250 0.724 8.226
Br -10.141 0.416 7.863
H -7.702 -0.169 6.304
H -6.336 0.194 7.389
H -8.087 1.783 8.007
H -8.097 0.550 9.294
Br 4.289 -2.291 0.807
C 4.896 -3.062 2.493
C 6.405 -3.106 2.561
Br 7.118 -4.564 1.479
H 4.428 -4.045 2.581
H 4.495 -2.401 3.267
H 6.738 -3.321 3.581
H 6.883 -2.187 2.213
Br -2.395 9.915 -7.147
C -0.523 10.022 -7.684
C -0.321 9.469 -9.076
Br -0.352 7.519 -9.073
H 0.059 9.499 -6.920
H -0.279 11.088 -7.654
H 0.670 9.737 -9.456
H -1.081 9.799 -9.789



4.
DFT (ωB97M-V/def2-TZVPD) results for an isolated molecule of C6H6O.

Its charge is 0. The calculation puts the HOMO energy at -9.95 eV. Its SMILES is C#CC[C@H](O)C#C. Its energy above the lowest of the compared OMol25 structures with the same formula, charge and spin is 90.9 kcal per mole. For the frontier orbital gap, the calculation gives 10.825 eV.

Element x y z (Å)
C 0.854 -0.134 -2.416
C 0.756 0.417 -1.350
C 0.660 1.002 -0.012
C -0.538 0.494 0.842
O -0.251 0.651 2.218
C -0.927 -0.882 0.496
C -1.263 -1.986 0.157
H 0.935 -0.642 -3.351
H 1.578 0.763 0.540
H 0.607 2.097 -0.070
H -1.400 1.143 0.656
H 0.372 -0.048 2.464
H -1.558 -2.956 -0.174



5.
DFT (ωB97M-V/def2-TZVPD) results for a cluster of 19 separate species, C8H45F6N3O21S2 in total at a distorted geometry.

Its charge is 0. The calculation puts the HOMO energy at -10.22 eV. For the frontier orbital gap, the calculation gives 9.809 eV.

Element x y z (Å)
C 4.961 -1.806 -0.214
C 4.414 -1.034 1.054
N 3.610 -2.059 1.763
C 4.178 -3.037 2.571
C 3.170 -3.746 3.149
N 1.952 -3.204 2.679
C 2.215 -2.214 1.791
C 0.617 -3.502 3.161
H 5.640 -2.619 0.044
H 5.547 -1.154 -0.861
H 4.119 -2.247 -0.748
H 3.727 -0.267 0.695
H 5.147 -0.588 1.726
H 5.248 -3.085 2.708
H 3.143 -4.592 3.821
H 1.483 -1.556 1.346
H 0.149 -2.647 3.649
H 0.586 -4.331 3.867
H 0.117 -3.807 2.242
C -2.173 -0.957 1.538
F -1.456 -1.782 0.797
F -3.362 -0.939 0.893
F -2.433 -1.510 2.696
S -1.329 0.768 1.665
O -2.342 1.598 2.343
O -0.098 0.563 2.386
N -1.121 1.115 -0.080
S 0.325 1.623 -0.105
O 0.369 2.913 0.576
O 1.385 0.678 0.279
C 0.557 1.925 -2.015
F -0.351 2.795 -2.439
F 1.695 2.466 -2.340
F 0.298 0.805 -2.669
O -1.786 6.429 -2.903
H -2.673 6.299 -2.568
H -1.414 5.548 -2.944
O 0.522 4.087 3.149
H -0.410 4.287 3.236
H 0.631 3.846 2.229
O 3.846 0.060 -2.907
H 4.002 0.688 -2.202
H 4.506 0.272 -3.567
O 1.536 -0.079 -5.360
H 0.893 -0.529 -4.811
H 2.115 -0.775 -5.671
O -4.490 2.882 3.209
H -4.683 2.202 3.854
H -3.636 2.638 2.852
O 1.896 -1.651 -1.905
H 2.245 -0.880 -2.352
H 1.019 -1.763 -2.272
O -0.058 -1.934 -4.132
H -0.371 -2.562 -4.782
H -0.824 -1.751 -3.587
O -4.768 -3.378 2.162
H -4.448 -3.064 3.008
H -5.103 -2.594 1.726
O 4.538 2.030 -1.293
H 4.228 2.761 -1.827
H 4.243 2.237 -0.406
O -3.026 -3.045 -1.358
H -2.810 -3.978 -1.345
H -3.618 -2.925 -0.615
O -1.772 -2.144 6.087
H -2.425 -1.897 5.432
H -1.937 -3.072 6.253
O -1.862 -0.705 -2.188
H -2.253 -1.416 -1.679
H -1.768 0.014 -1.563
O -6.270 -1.451 0.758
H -6.720 -1.444 1.603
H -6.336 -0.550 0.443
O 0.358 3.458 -5.106
H -0.029 2.702 -4.665
H -0.379 3.886 -5.540
O 2.454 1.266 3.525
H 1.644 0.882 3.191
H 2.248 2.193 3.647
O -2.740 3.668 -4.343
H -2.794 3.197 -3.512
H -3.601 3.546 -4.744
O -2.615 3.014 -0.587
H -3.223 2.672 -1.242
H -2.067 2.265 -0.353



6.
DFT (ωB97M-V/def2-TZVPD) results for an isolated molecule of C11H10O3Se at a distorted geometry.

Its charge is 0. The calculation puts the HOMO energy at -8.02 eV. Its energy above the lowest of the compared OMol25 structures with the same formula, charge and spin is 30.5 kcal per mole. For the frontier orbital gap, the calculation gives 7.918 eV.

Element x y z (Å)
C 2.923 0.933 -0.915
C 2.311 2.177 -0.675
C 2.290 -0.248 -0.662
C 1.073 2.205 -0.082
C 1.097 -0.215 0.052
C 0.490 1.043 0.370
C -2.297 -1.086 -0.633
C -2.210 1.849 -0.524
C -1.734 -0.153 -1.753
C -2.319 -0.606 0.708
C -2.522 -1.553 1.913
O -2.575 -2.197 -0.999
O -2.608 2.966 -0.466
O -2.134 1.228 -1.629
Se -1.397 0.981 1.106
H 3.899 0.915 -1.344
H 2.768 3.011 -1.107
H 2.818 -1.148 -0.807
H 0.599 3.147 0.175
H 0.344 -1.011 0.097
H -0.683 -0.311 -1.874
H -2.153 -0.488 -2.655
H -2.910 -2.463 1.495
H -3.468 -1.036 2.458
H -1.556 -1.698 2.322